(1)
The following is a quantum chemistry calculation of a structure of composition C5H8N2, from the OMol25 dataset.

The calculation puts the HOMO energy at -7.89 eV. Its multiplicity is 1. The calculation puts the LUMO energy at 1.0146 eV. The value obtained for the orbital gap is 8.90 eV. The calculation puts the molar mass at 96.13 g/mol. Its energy above the lowest of the compared OMol25 structures with the same formula, charge and spin is 1.999 eV.

Geometry (Å):
N  1.30  0.93  -0.53
H  3.31  -0.57  -0.43
C  -0.84  0.16  0.00
C  1.36  -0.33  -0.05
N  2.59  -0.93  0.19
C  0.09  -0.85  0.24
H  0.82  1.67  0.35
H  -0.12  -1.84  0.62
C  -0.11  1.27  -0.45
H  -0.46  2.14  -1.00
C  -2.33  0.09  0.19
H  -2.82  0.97  -0.23
H  -2.59  0.03  1.25
H  2.55  -1.94  0.14
H  -2.75  -0.80  -0.30

natural (NBO) population analysis, charges in e, atoms 1 to 5: -0.531, 0.383, -0.021, 0.310, -0.806

(2)
The following is a quantum chemistry calculation of a cluster of 2 separate species, C5H8N2O in total, from the OMol25 dataset.

The calculation puts the HOMO energy at -9.06 eV. As for the SMILES: C#CC(C)=O.C=NN. Its multiplicity is 1. The calculation puts the LUMO energy at 0.3650 eV. The value obtained for the orbital gap is 9.42 eV. The calculation puts the molar mass at 112.13 g/mol. Its energy above the lowest of the compared OMol25 structures with the same formula, charge and spin is 3.978 eV.

Geometry (Å):
H  1.12  0.90  2.01
C  1.18  -0.68  -0.83
C  -0.09  -0.48  -1.50
C  -1.19  -1.35  -0.96
N  -0.74  0.93  1.18
C  -0.51  1.92  0.42
H  3.18  -0.98  0.16
H  0.07  -0.41  2.39
O  -0.21  0.32  -2.40
C  2.25  -0.83  -0.31
H  -1.29  2.23  -0.24
H  -0.82  -2.32  -0.66
H  0.44  2.47  0.41
N  0.17  0.55  2.10
H  -1.98  -1.45  -1.69
H  -1.59  -0.84  -0.08

natural (NBO) population analysis, charges in e, atoms 1 to 5: 0.344, -0.123, 0.521, -0.718, -0.236

(3)
The following is a quantum chemistry calculation of the molecule C5H8N2O, from the OMol25 dataset.

The calculation puts the HOMO energy at -8.91 eV. As for the SMILES: CC1(C)CN1N=C=O. Its multiplicity is 1. The calculation puts the LUMO energy at 0.6826 eV. The value obtained for the orbital gap is 9.60 eV. The calculation puts the molar mass at 112.13 g/mol. Its energy above the lowest of the compared OMol25 structures with the same formula, charge and spin is 3.928 eV.

Geometry (Å):
C  0.53  0.01  -1.35
H  -0.56  -2.00  0.04
C  -0.36  1.48  0.67
H  1.28  -0.88  -1.21
C  -0.31  -1.15  0.78
H  -1.30  -1.00  1.41
N  -2.73  0.49  0.23
C  -0.26  0.09  -0.03
H  -0.58  1.44  1.71
H  0.66  -1.24  1.31
H  -0.26  -0.10  -2.18
O  -4.82  -0.47  -0.21
C  -3.85  0.15  -0.12
H  1.06  0.89  -1.51
H  0.20  2.31  0.16
N  -1.47  1.04  -0.17

natural (NBO) population analysis, charges in e, atoms 1 to 5: -0.615, 0.225, -0.248, 0.212, -0.654

(4)
The following is a quantum chemistry calculation of the molecule C5H8N2O, from the OMol25 dataset.

The calculation puts the HOMO energy at -8.58 eV. As for the SMILES: C[C@H]1N=CC=C1NO. Its multiplicity is 1. The calculation puts the LUMO energy at 0.7915 eV. The value obtained for the orbital gap is 9.37 eV. The calculation puts the molar mass at 112.13 g/mol. Its energy above the lowest of the compared OMol25 structures with the same formula, charge and spin is 2.655 eV.

Geometry (Å):
H  1.16  1.20  1.42
C  -0.50  -0.28  -0.10
H  2.14  1.90  0.04
H  -3.31  -0.16  0.67
C  1.19  -1.68  0.01
N  -1.68  0.45  -0.14
H  -1.72  1.04  -0.94
O  -2.83  -0.34  -0.19
H  1.73  -2.64  0.14
H  -0.91  -2.30  0.61
C  1.17  1.56  0.37
H  0.75  0.68  -1.54
H  0.45  2.37  0.32
C  -0.23  -1.52  0.26
N  1.80  -0.64  -0.44
C  0.77  0.38  -0.49

natural (NBO) population analysis, charges in e, atoms 1 to 5: 0.214, 0.190, 0.227, 0.473, 0.078

- LUMO of number 3 (C5H8N2O)?
  0.6826 eV